A cluster of 3 separate species, C14H19NO9P in total, computed with ωB97M-V with the def2-TZVPD basis set.

Values from the calculation:
frontier orbital gap	7.223	eV
E_HOMO	-12.451	eV
lowest unoccupied orbital energy	-5.23	eV

```
! RIJCOSX wB97M-V def2-TZVPD def2/J DEFGRID3
* xyz 1 1
O -1.58 -0.68 2.17
P -0.53 -0.01 1.38
C 0.69 -1.30 0.94
C 0.44 -2.53 1.49
N 1.25 -3.56 1.22
C 2.33 -3.45 0.44
C 2.64 -2.24 -0.14
C 1.80 -1.16 0.09
C 2.06 0.18 -0.56
O 2.17 1.17 0.09
O 2.17 0.14 -1.90
H -0.92 0.51 0.13
H 0.15 1.02 2.03
H -0.43 -2.69 2.11
H 1.00 -4.47 1.61
H 2.92 -4.34 0.28
H 3.50 -2.15 -0.78
H 1.49 -0.41 -2.30
C -4.27 -2.89 -1.15
C -3.42 -3.87 -0.39
C -2.80 -3.37 0.89
O -1.60 -4.16 1.00
C -1.24 -4.51 -0.26
O -0.17 -4.97 -0.53
O -2.21 -4.21 -1.13
H -4.45 -3.25 -2.16
H -5.23 -2.75 -0.65
H -3.78 -1.92 -1.23
H -3.97 -4.79 -0.21
H -3.42 -3.50 1.77
H -2.48 -2.32 0.83
C 2.28 4.15 -0.56
C 1.83 5.52 -0.15
C 0.36 5.66 0.21
O 0.11 7.04 -0.09
C 0.98 7.41 -1.07
O 0.92 8.43 -1.67
O 1.92 6.45 -1.24
H 3.26 4.20 -1.03
H 2.34 3.50 0.31
H 1.59 3.71 -1.29
H 2.46 5.90 0.66
H 0.14 5.47 1.26
H -0.28 5.04 -0.42
*
```

=====

A structure of composition C40H45F12N8O2SY, computed with ωB97M-V with the def2-TZVPD basis set.

Values from the calculation:
frontier orbital gap	5.398	eV
E_HOMO	-6.543	eV
energy relative to the best compared isomer or geometry (same formula, charge and spin)	0.0	kJ/mol
lowest unoccupied orbital energy	-1.14	eV

```
! RIJCOSX wB97M-V def2-TZVPD def2/J DEFGRID3
* xyz 0 1
Y -0.19 0.25 0.24
C 4.31 -4.67 2.67
C 3.69 -3.54 1.89
C 3.70 -3.50 0.51
C 3.11 -2.45 -0.16
C 2.47 -1.38 0.48
N 1.88 -0.37 -0.33
C 2.65 0.18 -1.35
C 4.06 0.07 -1.31
C 4.88 0.43 -2.36
C 4.34 0.94 -3.54
C 5.21 1.32 -4.71
C 2.98 1.16 -3.55
C 2.12 0.86 -2.49
C 0.67 1.40 -2.56
O 0.15 1.67 -1.33
C 0.60 2.74 -3.35
F -0.55 3.39 -3.09
F 0.65 2.58 -4.70
F 1.59 3.57 -3.00
C -0.29 0.40 -3.27
F -1.42 0.96 -3.72
F -0.69 -0.53 -2.34
F 0.26 -0.28 -4.28
C 2.45 -1.42 1.90
C 3.07 -2.49 2.55
C 1.76 -0.32 2.74
O 0.56 0.08 2.25
C 1.45 -0.78 4.20
F 0.78 -1.95 4.19
F 0.65 0.10 4.82
F 2.53 -0.93 4.99
C 2.72 0.90 2.83
F 2.27 1.84 3.68
F 2.84 1.50 1.64
F 3.95 0.56 3.24
H 4.88 -5.33 2.02
H 3.55 -5.28 3.16
H 4.98 -4.30 3.45
H 4.17 -4.30 -0.06
H 3.17 -2.43 -1.24
H 4.51 -0.34 -0.42
H 5.95 0.31 -2.26
H 6.14 0.76 -4.71
H 5.47 2.39 -4.68
H 4.70 1.14 -5.66
H 2.57 1.61 -4.44
H 3.08 -2.52 3.63
C 1.08 -4.64 -4.18
C 1.54 -3.43 -3.70
C 0.98 -2.88 -2.56
C -0.06 -3.54 -1.91
C -0.51 -4.77 -2.38
C 0.06 -5.32 -3.51
N -0.58 -2.91 -0.74
N -1.58 -3.46 -0.26
C -2.06 -2.86 0.94
C -2.82 -3.68 1.77
C -3.26 -3.16 2.98
C -2.96 -1.85 3.29
C -2.22 -1.11 2.38
N -1.77 -1.60 1.23
H 1.53 -5.08 -5.06
H 2.33 -2.90 -4.21
H 1.32 -1.94 -2.15
H -1.30 -5.29 -1.85
H -0.28 -6.27 -3.88
H -3.02 -4.69 1.46
H -3.82 -3.78 3.66
H -3.27 -1.40 4.22
H -1.94 -0.09 2.62
C -0.26 5.45 2.17
C -0.14 4.93 0.74
C -0.85 5.88 -0.23
C 1.33 4.80 0.34
N -0.88 3.66 0.63
N -0.25 2.56 1.29
H 0.25 6.41 2.27
H 0.20 4.76 2.88
H -1.31 5.58 2.44
H -0.41 6.88 -0.17
H -1.91 5.95 0.02
H -0.75 5.52 -1.25
H 1.78 5.79 0.25
H 1.43 4.28 -0.61
H 1.92 4.26 1.09
H -0.93 3.39 -0.35
H -0.51 2.55 2.27
H 0.77 2.63 1.26
C -4.00 2.36 1.95
N -4.81 1.27 1.42
C -6.24 1.52 1.57
C -4.34 0.56 0.36
S -3.02 1.11 -0.55
N -5.00 -0.57 0.03
C -5.80 -1.34 0.97
C -4.74 -1.26 -1.22
H -4.41 2.65 2.92
H -3.99 3.23 1.28
H -2.96 2.05 2.07
H -6.45 2.57 1.35
H -6.57 1.31 2.59
H -6.82 0.91 0.88
H -5.66 -0.97 1.99
H -5.48 -2.38 0.94
H -6.87 -1.30 0.72
H -4.40 -0.56 -1.97
H -5.67 -1.73 -1.55
H -3.98 -2.04 -1.10
*
```

=====

A structure of composition C9H12CdN2O4S at a distorted geometry, computed with ωB97M-V with the def2-TZVPD basis set.

Values from the calculation:
frontier orbital gap	7.342	eV
E_HOMO	-16.224	eV
energy relative to the best compared isomer or geometry (same formula, charge and spin)	166.7	kJ/mol
lowest unoccupied orbital energy	-8.88	eV

```
! RIJCOSX wB97M-V def2-TZVPD def2/J DEFGRID3
* xyz 2 1
O -0.07 -3.02 -3.32
C -0.09 -1.86 -3.32
Cd -0.31 0.08 -3.29
O -2.79 0.08 -6.52
C -2.06 0.07 -5.65
C 1.82 0.08 -3.63
O 2.97 0.09 -3.82
C -0.10 2.02 -3.26
O -0.07 3.18 -3.24
C 1.29 2.07 2.34
C -0.11 1.57 2.01
N -0.18 1.09 0.57
C -0.57 -0.09 0.18
S -1.61 -0.09 -1.30
N -0.51 -1.24 0.76
C 0.37 -1.64 1.93
C -0.47 -2.09 3.12
H 2.03 1.29 2.19
H 1.30 2.37 3.38
H 1.54 2.93 1.72
H -0.41 0.74 2.64
H -0.83 2.37 2.15
H -0.13 1.93 -0.08
H -1.04 -2.10 0.42
H 1.03 -2.46 1.62
H 1.00 -0.79 2.17
H -1.06 -2.97 2.86
H 0.18 -2.33 3.94
H -1.16 -1.29 3.43
*
```

=====

A structure of composition C39H15F15GeIN7SV at a distorted geometry, computed with ωB97M-V with the def2-TZVPD basis set.

Values from the calculation:
frontier orbital gap (alpha / beta)	5.015 / 5.017	eV
E_HOMO (alpha / beta)	-16.410 / -16.410	eV
energy relative to the best compared isomer or geometry (same formula, charge and spin)	0.0	kJ/mol
lowest unoccupied orbital energy (alpha / beta)	-11.39 / -11.39	eV

```
! RIJCOSX wB97M-V def2-TZVPD def2/J DEFGRID3
* xyz 3 1
V 0.03 0.19 0.04
C 1.31 0.62 4.10
C 0.46 -0.18 4.87
C -0.50 -0.91 4.22
C -0.61 -0.85 2.83
N 0.23 -0.10 2.08
C 1.16 0.63 2.74
N -1.63 -1.59 2.28
C -1.94 -1.68 1.06
N -1.23 -1.05 -0.07
C -1.81 -1.63 -1.30
N -1.39 -1.48 -2.48
C -0.39 -0.63 -2.88
C -0.16 -0.58 -4.26
C 0.78 0.28 -4.77
C 1.48 1.10 -3.89
C 1.22 1.00 -2.55
N 0.32 0.14 -2.02
C -2.93 -2.46 -0.89
C -3.80 -3.19 -1.68
C -4.77 -3.94 -1.02
C -4.85 -3.96 0.37
C -3.96 -3.24 1.16
C -3.01 -2.49 0.49
H 2.07 1.23 4.56
H 0.55 -0.22 5.94
H -1.21 -1.54 4.74
H 1.80 1.26 2.14
H -0.75 -1.24 -4.88
H 0.96 0.32 -5.84
H 2.21 1.82 -4.24
H 1.74 1.64 -1.85
H -3.73 -3.17 -2.76
H -5.48 -4.52 -1.60
H -5.61 -4.56 0.85
H -4.01 -3.26 2.24
F -2.95 5.78 -2.19
C -3.01 4.57 -2.72
C -2.78 3.46 -1.92
C -2.87 2.22 -2.53
F -2.71 1.11 -1.77
C -3.14 2.05 -3.87
F -3.20 0.84 -4.41
C -3.36 3.19 -4.65
F -3.63 3.06 -5.93
C -3.30 4.45 -4.08
F -3.52 5.52 -4.81
Ge -2.39 3.65 -0.06
S -0.42 2.20 0.17
C -1.54 5.27 0.46
C -0.33 5.65 -0.11
F 0.22 4.84 -1.04
C 0.31 6.82 0.22
F 1.46 7.14 -0.35
C -0.27 7.66 1.16
F 0.33 8.77 1.49
C -1.48 7.31 1.76
F -2.03 8.11 2.65
C -2.10 6.12 1.40
F -3.26 5.81 1.98
C -3.72 2.90 1.11
C -5.00 3.40 0.93
F -5.18 4.34 0.00
C -6.07 2.98 1.69
F -7.27 3.48 1.50
C -5.87 2.00 2.66
F -6.87 1.57 3.39
C -4.59 1.48 2.87
F -4.38 0.55 3.79
C -3.54 1.95 2.10
F -2.31 1.43 2.34
I 6.17 0.59 0.19
C 4.27 -0.16 0.12
C 3.88 -1.50 0.08
N 2.54 -1.53 0.04
N 2.02 -0.29 0.05
C 3.07 0.55 0.10
H 4.46 -2.40 0.07
H 1.95 -2.35 -0.01
H 2.93 1.62 0.12
*
```

=====

A structure of composition C33H27F5NORuS2Sb2 at a distorted geometry, computed with ωB97M-V with the def2-TZVPD basis set.

Values from the calculation:
<S²>	6.077
frontier orbital gap (alpha / beta)	5.921 / 4.924	eV
E_HOMO (alpha / beta)	-10.347 / -10.921	eV
lowest unoccupied orbital energy (alpha / beta)	-4.43 / -6.00	eV

```
! RIJCOSX wB97M-V def2-TZVPD def2/J DEFGRID3
* xyz 1 5
Ru 2.04 0.34 -0.62
F 4.63 0.34 5.56
C 4.65 0.34 4.21
C 3.46 0.34 3.50
F 2.29 0.34 4.15
C 3.51 0.34 2.12
F 2.42 0.34 1.35
C 4.71 0.34 1.44
S 4.52 0.34 -0.25
C 5.91 0.34 2.15
F 7.10 0.34 1.53
C 5.87 0.34 3.54
F 7.02 0.34 4.24
C -0.28 -0.79 -2.72
C -1.45 0.16 -2.96
C -1.17 1.62 -2.58
Sb -0.27 2.04 -0.62
C -1.06 4.03 -0.40
C -1.59 4.76 -1.47
C -2.12 6.04 -1.26
C -2.12 6.59 0.03
C -1.58 5.87 1.10
C -1.06 4.59 0.89
C -1.85 1.32 0.66
C -3.19 1.42 0.29
C -4.19 0.95 1.16
C -3.84 0.37 2.38
C -2.49 0.27 2.75
C -1.50 0.75 1.89
Sb -0.29 -1.37 -0.62
C 1.21 -2.90 -0.65
C 2.22 -2.92 -1.62
C 3.19 -3.92 -1.60
C 3.16 -4.91 -0.61
C 2.16 -4.89 0.37
C 1.19 -3.88 0.35
C -1.91 -2.76 -0.89
C -1.82 -3.79 -1.84
C -2.87 -4.69 -2.01
C -4.02 -4.57 -1.22
C -4.11 -3.55 -0.27
C -3.06 -2.65 -0.10
H 0.67 -0.34 -3.07
H -0.45 -1.73 -3.28
H -2.35 -0.23 -2.43
H -1.69 0.17 -4.05
H -2.12 2.18 -2.69
H -0.44 2.04 -3.30
H -1.60 4.36 -2.47
H -2.53 6.60 -2.08
H -2.53 7.58 0.20
H -1.59 6.30 2.09
H -0.65 4.04 1.72
H -3.47 1.87 -0.65
H -5.23 1.02 0.87
H -4.61 0.00 3.05
H -2.22 -0.17 3.70
H -0.46 0.67 2.18
H 2.25 -2.16 -2.39
H 3.97 -3.94 -2.35
H 3.92 -5.68 -0.59
H 2.14 -5.65 1.14
H 0.41 -3.87 1.11
H -0.93 -3.89 -2.45
H -2.80 -5.48 -2.74
H -4.84 -5.26 -1.35
H -5.00 -3.45 0.34
H -3.13 -1.86 0.64
O 3.11 4.78 -0.22
S 3.47 3.57 -1.03
N 2.70 2.34 -0.62
H 2.61 -1.40 -0.62
*
```

=====

A structure of composition C59H49AgAsF5N6O2S, computed with ωB97M-V with the def2-TZVPD basis set.

Values from the calculation:
frontier orbital gap	2.733	eV
E_HOMO	0.885	eV
energy relative to the best compared isomer or geometry (same formula, charge and spin)	56.1	kJ/mol
lowest unoccupied orbital energy	3.62	eV

```
! RIJCOSX wB97M-V def2-TZVPD def2/J DEFGRID3
* xyz -2 1
Ag -0.02 -0.35 -0.04
N -5.05 4.73 -1.25
C -5.54 5.90 -1.80
C -6.70 6.61 -1.61
C -6.88 7.81 -2.33
C -5.89 8.24 -3.20
C -4.70 7.52 -3.39
C -4.50 6.32 -2.70
N -3.47 5.46 -2.71
C -3.80 4.44 -1.84
C -3.07 3.33 -1.54
C -1.81 3.01 -2.20
C -1.06 1.95 -1.83
N -1.40 1.05 -0.82
C -2.62 1.30 -0.21
C -3.43 2.35 -0.51
H -5.60 4.06 -0.74
H -7.46 6.26 -0.92
H -7.78 8.39 -2.20
H -6.04 9.17 -3.75
H -3.94 7.87 -4.09
H -1.47 3.66 -3.00
H -0.11 1.75 -2.32
H -2.90 0.61 0.58
H -4.34 2.45 0.07
F -2.60 -2.21 -1.88
C -2.28 -1.32 -2.83
C -1.00 -1.35 -3.38
C -0.73 -0.38 -4.35
F 0.50 -0.33 -4.89
C -1.67 0.53 -4.77
F -1.35 1.44 -5.69
C -2.93 0.52 -4.21
F -3.85 1.40 -4.61
C -3.23 -0.41 -3.23
F -4.46 -0.44 -2.70
C 4.47 -3.72 -0.63
N 3.33 -3.14 0.04
C 2.64 -3.73 1.17
C 1.38 -2.87 1.23
O 0.51 -2.98 2.07
N 1.42 -1.97 0.19
C 2.53 -2.21 -0.49
N 2.88 -1.52 -1.60
H 5.09 -4.22 0.11
H 5.06 -2.93 -1.09
H 4.18 -4.44 -1.39
H 3.21 -3.63 2.09
H 2.37 -4.78 0.99
H 2.09 -0.97 -1.94
H 3.27 -2.08 -2.34
O 1.41 1.88 0.82
S 1.29 3.35 1.13
C -0.45 3.84 0.91
C -0.42 5.19 0.21
C 0.60 5.03 -0.92
C 1.81 4.30 -0.35
H -0.92 3.85 1.89
H -0.89 3.06 0.29
H -0.10 5.97 0.91
H -1.41 5.45 -0.17
H 0.88 5.99 -1.36
H 0.14 4.42 -1.70
H 2.59 4.99 0.00
H 2.26 3.57 -1.02
C -2.60 -2.62 6.15
C -1.83 -1.57 6.62
C -1.06 -0.82 5.73
C -1.06 -1.13 4.37
C -1.84 -2.19 3.91
C -2.61 -2.93 4.80
As -0.03 -0.13 3.03
C -0.11 1.60 3.96
C -1.37 2.18 4.12
C -1.51 3.42 4.72
C -0.39 4.10 5.18
C 0.87 3.54 5.02
C 1.01 2.29 4.41
C 1.79 -0.67 3.53
C 2.82 -0.25 2.70
C 4.13 -0.68 2.92
C 4.41 -1.55 3.97
C 3.37 -1.98 4.80
C 2.07 -1.54 4.58
H -3.20 -3.21 6.85
H -1.82 -1.32 7.67
H -0.47 0.01 6.10
H -1.83 -2.43 2.86
H -3.21 -3.75 4.43
H -2.25 1.66 3.74
H -2.50 3.85 4.83
H -0.50 5.07 5.64
H 1.74 4.07 5.35
H 1.99 1.87 4.29
H 2.60 0.42 1.87
H 4.92 -0.35 2.27
H 5.42 -1.89 4.15
H 3.58 -2.66 5.61
H 1.28 -1.91 5.21
C -0.03 -2.33 -3.03
C 0.79 -3.23 -2.94
C 1.73 -4.26 -2.79
C 1.53 -5.20 -1.70
C 0.34 -5.16 -0.94
C 0.13 -5.98 0.15
C 1.09 -6.91 0.55
C 2.28 -6.96 -0.18
C 2.50 -6.13 -1.26
C 2.79 -4.32 -3.78
C 3.44 -5.50 -4.17
C 4.44 -5.51 -5.13
C 4.84 -4.34 -5.77
C 4.17 -3.16 -5.44
C 3.18 -3.15 -4.48
H -0.42 -4.43 -1.21
H -0.79 -5.89 0.71
H 0.93 -7.56 1.40
H 3.06 -7.66 0.12
H 3.46 -6.19 -1.76
H 3.12 -6.45 -3.75
H 4.91 -6.45 -5.40
H 5.62 -4.34 -6.52
H 4.43 -2.24 -5.95
H 2.64 -2.22 -4.29
*
```

=====

An isolated molecule of CH2ClNO3S at a distorted geometry, computed with ωB97M-V with the def2-TZVPD basis set.

Values from the calculation:
frontier orbital gap	8.207	eV
E_HOMO	-9.826	eV
structure (SMILES)	O=CN(OS)OCl
energy relative to the best compared isomer or geometry (same formula, charge and spin)	626.2	kJ/mol
lowest unoccupied orbital energy	-1.62	eV

```
! RIJCOSX wB97M-V def2-TZVPD def2/J DEFGRID3
* xyz 0 1
C 0.41 1.16 0.02
N -0.46 0.00 -0.16
O 1.55 1.11 0.36
O 0.00 -1.19 0.56
O -1.63 0.00 -0.70
S 1.15 -2.13 -0.14
Cl -3.26 0.32 0.06
H -0.12 2.05 -0.36
H 2.36 -1.33 0.36
*
```

=====

A structure of composition C5HNO4Sn at a distorted geometry, computed with ωB97M-V with the def2-TZVPD basis set.

Values from the calculation:
frontier orbital gap	7.590	eV
E_HOMO	-19.994	eV
energy relative to the best compared isomer or geometry (same formula, charge and spin)	0.0	kJ/mol
lowest unoccupied orbital energy	-12.40	eV

```
! RIJCOSX wB97M-V def2-TZVPD def2/J DEFGRID3
* xyz 2 1
O -2.23 -0.62 -2.02
C -1.36 0.15 -1.87
N -0.46 0.89 -1.62
C 0.20 0.49 -0.43
C 1.37 -0.12 -0.24
C 1.50 -0.27 1.26
O 2.39 -0.69 1.90
O 0.26 0.15 1.85
C -0.49 0.77 0.91
O -1.54 1.29 1.02
H 2.06 -0.43 -1.00
Sn -1.68 -1.61 0.22
*
```

=====

In order of appearance, E = -1617.9499, -3774.9032, -1325.8147, -7092.2820, -3274.2179, -6036.9406, -1177.9281, -760.3307 a.u..